No. 1
The following is a quantum chemistry calculation of a structure of composition C31H23BiN5S5Si, from the OMol25 dataset.

Geometry as XYZ:
```
66
Properties=species:S:1:pos:R:3:forces:R:3:nbo_charge:R:1
Bi 0.1040 -0.0107 -0.1027 0.14 -0.05 0.15 1.00
S 1.7871 1.6655 1.2032 0.04 -0.01 -0.13 -0.21
C 2.0098 2.4031 -0.3424 0.05 0.05 0.02 -0.20
S 1.3132 1.6124 -1.7271 -0.12 -0.02 -0.07 -0.17
C 2.7056 3.5828 -0.5020 0.10 0.27 0.01 -0.47
C 2.8861 4.1786 -1.7935 -0.05 -0.10 0.26 0.31
N 3.0343 4.6594 -2.8308 0.01 -0.01 0.05 -0.36
C 3.2249 4.2936 0.6285 -0.05 -0.17 -0.26 0.32
N 3.6441 4.8778 1.5299 -0.04 0.00 -0.01 -0.38
C -0.3332 1.3681 3.9903 0.02 -0.06 -0.06 -0.66
C -0.2634 -0.1240 3.9877 -0.07 0.00 -0.02 0.10
N -0.0429 -0.8672 2.9472 -0.03 -0.16 0.01 -0.44
C -0.0410 -2.2140 3.2792 0.06 0.09 -0.23 0.11
C -0.2556 -2.4746 4.5919 -0.06 -0.10 0.18 -0.44
S -0.4926 -1.0169 5.4496 0.01 0.07 0.03 0.41
C 0.1675 -3.2439 2.2463 0.05 0.37 -0.05 0.10
C -0.2591 -4.5300 2.3213 -0.10 -0.12 0.09 -0.44
S 0.1787 -5.3638 0.9009 -0.03 -0.07 -0.13 0.43
C 0.8956 -3.9245 0.2752 -0.05 0.03 -0.04 0.09
N 0.8292 -2.9147 1.0855 -0.01 -0.11 0.06 -0.44
C 1.4605 -3.8585 -1.1077 0.04 0.00 0.12 -0.67
H -0.4440 1.7281 2.9695 -0.01 -0.09 0.08 0.24
H 0.5841 1.7939 4.4016 -0.02 0.00 -0.01 0.24
H -1.1818 1.7153 4.5799 0.00 0.00 -0.01 0.23
H -0.2745 -3.4327 5.0871 0.02 0.04 -0.06 0.24
H -0.8387 -5.0016 3.0990 0.05 0.04 -0.01 0.24
H 1.7515 -4.8440 -1.4685 0.01 -0.01 0.01 0.22
H 2.3293 -3.2019 -1.1122 0.01 0.00 -0.01 0.24
H 0.7189 -3.4386 -1.7913 0.00 0.00 0.04 0.26
S -1.0417 -1.2785 -2.4114 -0.13 -0.12 -0.03 -0.29
C -1.8429 -2.2069 -1.2643 0.08 -0.02 0.04 0.05
N -2.3429 -2.8319 -0.4201 0.03 0.14 -0.09 -0.49
C -4.9414 0.9396 -3.5945 0.01 0.03 0.04 -0.20
C -3.6785 1.4724 -3.8266 0.00 -0.04 0.05 -0.22
C -2.8149 1.6899 -2.7649 0.01 -0.05 0.02 -0.18
C -3.1953 1.4032 -1.4474 0.06 -0.01 -0.16 -0.52
C -4.4663 0.8699 -1.2360 -0.05 0.02 -0.04 -0.13
C -5.3331 0.6371 -2.2991 0.05 0.00 0.00 -0.24
Si -2.0080 1.7104 -0.0270 -0.21 0.18 0.14 1.18
C -1.5056 3.5237 -0.0259 0.19 0.02 0.06 -0.43
C -1.9526 4.4419 -0.9801 -0.02 0.02 0.03 -0.21
C -1.5221 5.7633 -0.9649 0.00 -0.02 0.02 -0.23
C -0.6274 6.1971 0.0036 0.00 -0.06 -0.02 -0.19
C -0.1809 5.3077 0.9720 -0.05 -0.05 0.00 -0.23
C -0.6229 3.9913 0.9568 -0.06 0.07 0.02 -0.22
C -2.9534 1.3583 1.5681 0.02 -0.07 0.12 -0.42
C -3.1819 0.0352 1.9673 0.03 -0.01 0.00 -0.23
C -3.8818 -0.2561 3.1320 0.05 0.07 -0.02 -0.21
C -4.3623 0.7775 3.9268 0.01 0.04 -0.04 -0.22
C -4.1530 2.0977 3.5449 0.03 -0.04 -0.03 -0.23
C -3.4555 2.3836 2.3764 0.01 -0.08 0.00 -0.22
H -5.6147 0.7559 -4.4233 0.01 0.00 0.01 0.20
H -3.3587 1.6953 -4.8374 0.00 0.00 0.01 0.21
H -1.8165 2.0670 -2.9655 -0.02 0.03 0.02 0.22
H -4.7886 0.6297 -0.2294 0.00 -0.01 -0.02 0.21
H -6.3125 0.2125 -2.1128 0.02 0.01 0.00 0.20
H -2.6556 4.1300 -1.7419 0.02 -0.03 -0.04 0.21
H -1.8823 6.4540 -1.7185 0.01 -0.02 0.00 0.21
H -0.2722 7.2207 -0.0012 -0.01 -0.02 0.01 0.21
H 0.5276 5.6278 1.7266 0.00 -0.01 -0.02 0.22
H -0.2487 3.3121 1.7148 -0.05 0.12 -0.10 0.22
H -2.8106 -0.7889 1.3599 -0.03 0.03 0.03 0.24
H -4.0438 -1.2880 3.4209 0.01 0.01 -0.02 0.21
H -4.9016 0.5547 4.8401 0.01 0.01 -0.01 0.21
H -4.5320 2.9067 4.1585 0.00 -0.01 0.00 0.21
H -3.2902 3.4179 2.0923 -0.01 -0.03 0.01 0.22
```
Positions in Å, forces in eV/Å.

Properties
M   862.961 g/mol
Spin multiplicity   1
Total charge   -1
HOMO-LUMO gap   7.06 eV
Energy above the lowest of the compared OMol25 structures with the same formula, charge and spin   6.6 kJ/mol
Highest occupied orbital energy   -5.05 eV
LUMO level   2.01 eV

***

No. 2
The following is a quantum chemistry calculation of a cluster of 8 separate species, C31H85N9O9 in total, from the OMol25 dataset.

Geometry as XYZ:
```
134
Properties=species:S:1:pos:R:3:forces:R:3:mulliken_charge:R:1
C 2.0742 -3.9901 1.2926 1.72 0.19 -1.65 -0.31
O 2.2030 -2.9887 2.2523 -0.80 -0.30 0.53 0.02
C 2.2376 -3.4428 3.6050 -0.22 0.12 -0.42 -1.07
C 1.9406 -2.1892 4.4119 0.22 0.59 2.09 1.34
C 3.0804 -1.2050 4.2443 0.45 0.82 -1.83 -1.21
N 1.7626 -2.4407 5.8736 0.31 -0.79 -0.27 -0.84
H 1.4194 -4.8487 1.4597 -0.29 0.33 0.46 0.41
H 3.0750 -4.3737 1.0160 -0.12 -0.42 0.51 0.27
H 1.8533 -3.4773 0.3505 -0.74 -0.18 0.20 -0.44
H 1.5063 -4.2381 3.7801 -0.20 0.16 -0.01 0.34
H 3.2250 -3.8809 3.7951 0.07 0.18 0.33 0.27
H 0.9832 -1.7663 4.1084 0.10 -0.06 -0.49 -0.16
H 3.0594 -0.7645 3.2411 0.05 -0.25 -0.08 0.05
H 4.0486 -1.7118 4.2617 -0.01 -0.04 0.45 0.34
H 3.1019 -0.3101 4.8654 -0.29 -0.37 0.57 0.37
H 1.2153 -1.7195 6.3244 -0.17 0.08 -0.33 0.29
H 2.6712 -2.3717 6.3195 0.01 -0.23 0.04 0.29
C 4.0633 1.0377 -0.5946 -0.57 1.04 0.15 -1.22
O 2.8628 0.5151 -0.0829 0.85 -1.43 -0.43 -0.22
C 1.6824 1.2389 -0.3363 -0.18 -1.42 1.12 -1.17
C 0.5992 0.4132 0.3936 -1.17 0.20 0.28 1.10
C 0.6662 0.4228 1.9116 -0.22 0.38 0.15 -0.37
N 0.4972 -0.9531 -0.1140 0.85 -0.18 -0.58 0.64
H 4.9388 0.4931 -0.2430 -0.30 -0.36 0.24 0.41
H 4.1309 2.0634 -0.2036 0.38 0.12 -0.33 0.36
H 4.0972 1.0682 -1.6865 -0.19 0.02 -0.04 0.46
H 1.8946 2.2232 0.0996 -0.87 0.26 -0.38 0.33
H 1.3047 1.2086 -1.3656 0.82 0.47 -0.29 0.32
H -0.3521 0.8467 0.0651 0.03 0.47 0.34 -0.06
H 1.5556 -0.0820 2.2777 0.26 0.34 -0.12 -0.15
H -0.1565 -0.1450 2.3508 -0.16 0.00 -0.27 -0.19
H 0.5584 1.4479 2.2781 0.32 -0.03 0.20 0.07
H -0.3250 -1.4341 0.2417 -0.09 0.19 0.05 -0.06
H 1.2963 -1.4735 0.2347 0.02 0.00 -0.05 -0.19
C -2.8217 0.2587 2.9106 -0.55 -0.08 -0.19 -0.20
O -4.1054 -0.3089 3.1049 -0.15 0.26 0.16 -0.47
C -4.2423 -1.6697 2.7062 0.23 0.83 0.21 -0.42
C -5.5377 -1.8566 1.9303 -0.16 -1.24 -0.72 0.43
C -5.5866 -1.2297 0.5264 -0.02 -0.10 0.55 -0.80
N -6.7531 -1.5100 2.6724 0.47 0.15 0.38 -0.76
H -2.9172 1.3354 3.0417 -0.03 0.02 -0.03 0.08
H -2.5095 0.0488 1.8832 0.35 0.07 0.03 0.01
H -2.0811 -0.0988 3.6308 0.01 -0.22 -0.04 0.37
H -3.3502 -1.9322 2.1281 -0.18 -0.27 -0.20 0.00
H -4.2772 -2.2880 3.6110 0.06 -0.10 -0.04 0.40
H -5.5493 -2.9396 1.7397 -0.32 -0.03 0.28 0.35
H -6.6202 -0.9638 0.3120 0.06 0.45 0.14 0.48
H -5.3619 -1.9725 -0.2370 0.57 0.17 -0.01 0.11
H -4.9107 -0.3760 0.5072 -0.18 0.07 -0.47 -0.16
H -6.8365 -2.1245 3.4785 -0.03 0.07 -0.02 0.29
H -6.5945 -0.5789 3.0568 -0.22 -0.03 -0.03 0.31
C -1.4612 -3.6179 -4.2309 -0.01 -1.06 -0.30 -0.69
O -1.0458 -4.4521 -3.1471 -0.28 1.21 -0.07 -0.47
C -0.7844 -3.7261 -1.9545 0.28 -0.84 0.62 -0.01
C -1.9370 -4.0382 -1.0030 -0.37 -0.67 1.42 0.45
C -3.2942 -3.6515 -1.5115 -0.62 0.91 -0.44 -1.58
N -1.7762 -3.4727 0.3675 0.73 0.92 -1.10 -0.35
H -2.3171 -2.9492 -4.0973 0.15 0.07 0.83 0.27
H -1.8312 -4.3506 -4.9514 0.46 0.26 -0.44 0.32
H -0.6005 -3.0458 -4.5779 -0.07 0.03 -0.34 0.23
H 0.1443 -4.1457 -1.5413 -0.10 -0.09 0.12 0.00
H -0.5366 -2.6675 -2.0808 -0.59 0.13 -0.25 0.34
H -1.9603 -5.1191 -0.8112 0.24 -0.17 -0.82 0.20
H -3.3289 -2.5661 -1.6641 -0.05 0.00 0.09 0.14
H -4.0827 -3.9057 -0.7986 0.12 -0.05 0.13 0.45
H -3.5960 -4.1027 -2.4561 0.34 -0.23 0.01 0.44
H -0.9330 -3.8690 0.7636 -0.22 -0.05 0.43 -0.05
H -2.5945 -3.6743 0.9215 0.14 -0.25 0.17 0.30
C 3.5699 -2.4275 -1.8005 0.75 -0.78 0.17 -0.08
O 4.0454 -3.3983 -2.7315 -1.02 -0.04 0.26 -0.45
C 3.0347 -3.6540 -3.7041 0.82 -0.36 -0.11 -0.23
C 3.5454 -4.7201 -4.6770 1.53 1.99 -0.74 0.24
C 4.9013 -4.2074 -5.2713 0.05 -0.60 0.07 -1.35
N 2.5811 -4.8872 -5.7504 -0.13 -1.11 -0.26 -0.70
H 3.5355 -1.4405 -2.2634 -0.04 0.15 0.18 0.35
H 4.2673 -2.4986 -0.9655 0.10 0.55 -0.03 0.35
H 2.5982 -2.6856 -1.3770 -0.24 0.04 -0.37 -0.28
H 2.0905 -3.9508 -3.2392 -0.03 0.00 0.03 0.04
H 2.9033 -2.7167 -4.2617 -0.38 -0.06 -0.18 0.23
H 3.8178 -5.6640 -4.2088 -0.71 -0.12 0.28 0.33
H 5.6347 -3.9443 -4.5085 -0.16 0.14 0.06 0.32
H 4.7565 -3.3759 -5.9643 -0.14 0.18 0.21 0.30
H 5.3651 -5.0038 -5.8626 -0.12 -0.06 -0.02 0.40
H 3.0043 -5.5622 -6.3846 -0.40 -0.12 -0.01 0.28
H 2.4816 -4.0617 -6.3314 0.11 0.30 0.37 0.27
C -6.0092 3.1761 -1.0543 0.65 1.41 -0.17 -0.82
O -4.6294 3.0434 -1.3506 -0.64 0.23 -0.69 -0.40
C -4.1581 1.7270 -1.4333 0.32 -0.10 0.84 -0.19
C -2.8638 1.7193 -2.2230 0.58 -0.45 -0.40 0.97
C -3.0695 1.8067 -3.7232 0.02 0.34 -0.41 -1.76
N -2.2065 0.4352 -1.9712 -0.10 -0.14 0.23 -0.01
H -6.6444 2.6645 -1.7762 -0.07 -0.52 0.31 0.34
H -6.2051 4.2426 -1.1985 -0.09 -0.02 -0.03 0.29
H -6.2123 3.0124 0.0054 -0.22 -0.70 -0.06 0.29
H -4.0017 1.4150 -0.3846 0.31 -0.37 -0.27 -0.11
H -4.8463 0.9932 -1.8764 -0.21 0.33 -0.10 0.37
H -2.2503 2.5908 -1.9581 -0.10 -0.02 0.39 0.04
H -3.5628 2.7369 -4.0115 -0.30 -0.16 0.09 0.40
H -3.5972 0.9286 -4.0995 -0.21 0.11 0.05 0.32
H -2.1128 1.8423 -4.2532 0.12 -0.11 0.20 0.45
H -1.3870 0.2929 -2.5480 0.00 0.10 -0.01 0.35
H -1.9161 0.3321 -1.0077 -0.04 -0.01 0.00 -0.60
C 2.5882 6.5260 0.6542 -0.32 -0.32 0.04 -0.76
O 1.9223 5.4408 0.0244 0.84 -0.20 0.25 -0.37
C 0.7425 4.9803 0.6582 -0.38 0.94 0.12 -0.43
C 0.7083 4.7722 2.1821 0.85 0.28 -0.11 -0.76
N -0.5147 4.0834 2.5758 -0.37 0.03 0.57 0.00
C -1.7442 4.8612 2.4239 -1.02 -0.84 -0.12 -0.90
C -1.9105 6.0948 3.3197 1.07 -0.10 -1.14 -0.57
O -1.8031 5.6693 4.6513 -0.67 -0.60 0.30 -0.26
C -2.4262 6.5196 5.5851 0.90 0.76 0.33 -0.80
H 2.1240 7.5098 0.5191 -0.54 -0.16 -0.04 0.27
H 3.5679 6.6297 0.1945 0.15 -0.33 0.18 0.26
H 2.6301 6.2955 1.7179 0.54 0.38 0.09 0.35
H 0.5396 4.0045 0.2216 -0.39 0.20 -0.28 0.13
H 0.0164 5.7644 0.4088 -0.63 -0.56 -0.08 0.44
H 0.8610 5.7135 2.7242 -0.16 0.16 -0.09 0.51
H 1.5845 4.1714 2.4447 -0.17 -0.30 0.11 0.29
H -0.4839 3.8685 3.5682 0.41 -0.19 -0.10 0.33
H -2.6159 4.2586 2.7148 0.42 -0.53 0.13 0.17
H -1.9253 4.9388 1.3492 0.06 1.03 0.10 0.52
H -2.8869 6.5461 3.1241 0.12 0.22 -0.05 0.47
H -1.0680 6.7649 3.0906 -0.44 0.52 0.12 0.26
H -2.4593 6.0286 6.5545 -0.10 -0.26 -0.11 0.24
H -3.4194 6.8863 5.3167 -0.12 -0.37 -0.29 0.32
H -1.7923 7.4057 5.7191 -0.11 0.15 0.04 0.31
N 7.1381 1.0926 -4.4352 -0.02 -0.25 -0.99 -0.36
C 6.6970 2.1935 -3.7743 1.59 2.14 1.16 0.59
N 6.4962 2.0176 -2.4256 -0.64 -1.13 0.13 -0.31
O 6.7575 3.3224 -4.2576 -0.43 -0.98 -0.03 -0.64
H 7.5211 1.3020 -5.3430 -0.31 -0.20 -0.03 0.21
H 6.9283 0.1394 -4.2147 -0.07 -0.04 0.22 0.19
H 6.4632 1.0876 -2.0510 0.17 -0.08 -0.01 0.16
H 6.5225 2.7393 -1.7332 -0.17 0.54 -0.50 0.17
```
Positions in Å, forces in eV/Å.

Properties
M   728.075 g/mol
Spin multiplicity   1
Total charge   0
HOMO-LUMO gap   9.42 eV
Energy above the lowest of the compared OMol25 structures with the same formula, charge and spin   0.0 kJ/mol
Highest occupied orbital energy   -8.98 eV
LUMO level   0.44 eV
SMILES string   COC[C@H](C)N.COC[C@H](C)N.COC[C@H](C)N.COC[C@H](C)N.COC[C@H](C)N.COC[C@H](C)N.COCCNCCOC.NC(N)=O

***

No. 3
The following is a quantum chemistry calculation of an isolated molecule of C4H8O, from the OMol25 dataset.

Geometry as XYZ:
```
13
Properties=species:S:1:pos:R:3:forces:R:3:nbo_charge:R:1
C -0.2502 1.4457 -0.0361 -0.44 0.67 -1.81 -0.61
C -0.4148 -0.0107 0.3528 -0.42 0.52 0.50 -0.32
C -1.7546 -0.6491 -0.1850 1.71 -1.35 1.43 -0.61
C 0.8757 -0.7842 0.0246 2.26 3.66 0.17 0.43
O 1.9440 -0.1313 -0.1496 -3.35 -2.94 0.30 -0.53
H 0.0521 1.5454 -1.1395 -0.15 -0.18 1.61 0.21
H -1.2015 2.0078 0.0278 0.30 -0.42 0.22 0.21
H 0.4688 1.9449 0.5953 0.34 0.17 -0.10 0.22
H -0.3733 -0.0271 1.4980 -0.44 -0.32 -1.23 0.23
H -2.6915 -0.3024 0.3189 1.04 -0.25 -0.29 0.23
H -1.5078 -1.7319 0.0991 -1.33 1.00 -0.78 0.20
H -1.8497 -0.5286 -1.2701 0.10 -0.12 0.26 0.21
H 0.8144 -1.8670 0.1296 0.39 -0.45 -0.28 0.13
```
Positions in Å, forces in eV/Å.

Properties
M   72.107 g/mol
Spin multiplicity   1
Total charge   0
HOMO-LUMO gap   10.63 eV
Energy above the lowest of the compared OMol25 structures with the same formula, charge and spin   87.7 kJ/mol
Highest occupied orbital energy   -9.94 eV
LUMO level   0.70 eV
SMILES string   CC(C)C=O